[1]
{
  "formula": "CHClF2N2",
  "method": "ωB97M-V/def2-TZVPD",
  "elements": ["C", "N", "N", "F", "F", "Cl", "H"],
  "positions_angstrom": [[0.190, 1.202, 0.802], [-0.099, 0.383, -0.028], [0.895, 3.085, -0.702], [1.752, 2.424, -1.515], [1.712, 3.689, 0.227], [0.606, 1.550, 2.347], [-0.267, -0.618, -0.037]],
  "forces_ev_per_angstrom": [[-0.5, 0.4, -1.1], [-0.4, -0.7, -0.6], [0.9, 0.9, -0.5], [-0.2, 0.4, 0.5], [-0.4, -0.5, -0.8], [0.4, -0.3, 2.0], [0.2, -0.2, 0.5]],
  "e_tot_ev": -21983.281,
  "relative_energy_kj_mol": 186.5,
  "gap_ev": [8.30, 10.13],
  "homo_ev": [-7.3, -11.3],
  "lumo_ev": [0.97, -1.18],
  "molar_mass_g_mol": 114.482,
  "spin_multiplicity": 3
}

[2]
{
  "formula": "CHClFNO",
  "method": "ωB97M-V/def2-TZVPD",
  "elements": ["C", "N", "O", "F", "Cl", "H"],
  "positions_angstrom": [[0.728, -0.154, -0.431], [1.584, 1.393, -0.600], [2.226, 1.706, 0.289], [0.193, -0.483, -1.632], [1.685, -1.504, 0.190], [0.043, 0.321, 0.362]],
  "forces_ev_per_angstrom": [[-0.6, 0.9, 0.6], [-3.0, -2.8, -4.4], [2.9, 1.5, 4.1], [0.5, 0.8, 1.5], [-0.3, 1.0, -0.3], [0.5, -1.5, -1.5]],
  "e_tot_ev": -19826.253,
  "relative_energy_kj_mol": 0.0,
  "gap_ev": [9.03, 10.75],
  "homo_ev": [-8.1, -12.3],
  "lumo_ev": [0.89, -1.54],
  "molar_mass_g_mol": 97.476,
  "spin_multiplicity": 3
}

[3]
{
  "formula": "CHClFO2S",
  "method": "ωB97M-V/def2-TZVPD",
  "elements": ["C", "O", "O", "F", "S", "Cl", "H"],
  "positions_angstrom": [[0.875, 0.288, -0.229], [-0.686, -1.518, 0.980], [0.763, -0.575, -1.176], [1.306, 1.529, -0.818], [-0.804, -0.463, -0.044], [-2.897, 0.632, 0.679], [1.444, 0.106, 0.608]],
  "forces_ev_per_angstrom": [[-0.4, 1.5, -2.6], [0.3, 0.8, -0.5], [0.2, -1.7, -0.3], [-0.8, -0.2, 1.3], [-0.7, -0.5, -0.3], [-0.2, 0.3, 0.4], [1.6, -0.2, 2.1]],
  "e_tot_ev": -31223.669,
  "relative_energy_kj_mol": 73.4,
  "gap_ev": 9.00,
  "homo_ev": -4.9,
  "lumo_ev": 4.14,
  "total_charge": -1,
  "molar_mass_g_mol": 131.535
}

[4]
{
  "formula": "CHClFO3",
  "method": "ωB97M-V/def2-TZVPD",
  "elements": ["C", "O", "O", "O", "F", "Cl", "H"],
  "positions_angstrom": [[-1.576, 0.231, 0.378], [2.680, -0.671, -1.255], [1.400, -0.152, 0.371], [2.470, -0.051, -0.268], [-1.729, -0.832, 1.004], [-2.607, 0.695, -0.839], [-0.638, 0.780, 0.609]],
  "forces_ev_per_angstrom": [[0.3, 0.6, -1.4], [-0.4, -1.6, -2.0], [-1.0, -0.5, -0.3], [1.3, 2.2, 2.3], [-0.5, -0.1, 0.0], [1.0, -0.6, 1.5], [-0.6, 0.0, -0.1]],
  "e_tot_ev": -22417.868,
  "relative_energy_kj_mol": 298.6,
  "gap_ev": 7.86,
  "homo_ev": -15.9,
  "lumo_ev": -8.02,
  "total_charge": 1,
  "molar_mass_g_mol": 115.467
}

[5]
{
  "formula": "CHClN2",
  "method": "ωB97M-V/def2-TZVPD",
  "elements": ["N", "C", "N", "Cl", "H"],
  "positions_angstrom": [[1.908, 0.797, -0.222], [0.954, 0.293, 0.107], [-0.540, -0.489, 0.454], [-1.713, 0.638, -0.168], [-0.608, -1.238, -0.171]],
  "forces_ev_per_angstrom": [[2.3, 1.2, -0.5], [-6.6, -4.1, 1.2], [4.0, 4.4, 0.6], [-0.1, -0.1, 0.1], [0.5, -1.5, -1.5]],
  "e_tot_ev": -16552.374,
  "relative_energy_kj_mol": 113.1,
  "smiles": "N#CNCl",
  "gap_ev": 10.67,
  "homo_ev": -11.2,
  "lumo_ev": -0.48,
  "molar_mass_g_mol": 76.486
}

[6]
{
  "formula": "CHClN4OP",
  "method": "ωB97M-V/def2-TZVPD",
  "elements": ["C", "N", "N", "N", "N", "O", "P", "Cl", "H"],
  "positions_angstrom": [[0.785, -1.095, 0.626], [-2.788, -0.326, -0.583], [0.400, -1.869, 1.388], [-1.109, 0.797, 0.501], [-1.900, 0.208, -0.148], [0.756, 0.268, -1.682], [1.741, -0.324, -0.740], [2.310, 1.313, 0.506], [-0.196, 1.028, 0.132]],
  "forces_ev_per_angstrom": [[0.1, -0.6, 0.4], [-0.2, -0.4, -0.5], [-0.2, -0.2, 0.2], [1.2, 1.9, 2.2], [-1.4, -0.9, -1.1], [-0.8, 0.3, -0.5], [1.2, -0.7, -0.7], [0.3, 0.7, 0.6], [-0.1, -0.1, -0.7]],
  "e_tot_ev": -30873.500,
  "relative_energy_kj_mol": 74.5,
  "gap_ev": 8.59,
  "homo_ev": -4.8,
  "lumo_ev": 3.83,
  "total_charge": -1,
  "molar_mass_g_mol": 151.473
}

[7]
{
  "formula": "CHClO2S",
  "method": "ωB97M-V/def2-TZVPD",
  "elements": ["C", "O", "O", "S", "Cl", "H"],
  "positions_angstrom": [[-0.473, 0.714, 3.709], [-0.901, -0.157, 4.253], [-1.424, -0.615, -1.180], [-1.991, 0.948, -1.404], [-0.664, 1.818, -2.498], [-1.745, -1.042, -1.991]],
  "forces_ev_per_angstrom": [[0.6, 1.3, -0.8], [-0.6, -1.3, 0.8], [-0.5, 1.0, -0.8], [-1.4, -1.4, 1.7], [1.6, 0.8, -1.2], [0.3, -0.4, 0.3]],
  "e_tot_ev": -28504.657,
  "relative_energy_kj_mol": 17.2,
  "gap_ev": 9.57,
  "homo_ev": -9.1,
  "lumo_ev": 0.49,
  "molar_mass_g_mol": 112.537
}

[8]
{
  "formula": "CHClO2S",
  "method": "ωB97M-V/def2-TZVPD",
  "elements": ["O", "C", "O", "S", "Cl", "H"],
  "positions_angstrom": [[-1.278, 0.236, -1.682], [-0.725, 0.383, -0.638], [0.561, 0.139, -0.348], [1.281, 0.254, 1.251], [1.505, -1.745, 1.095], [-1.344, 0.734, 0.322]],
  "forces_ev_per_angstrom": [[1.2, -0.1, 0.0], [-2.7, 0.9, 3.0], [1.2, 1.0, -0.2], [-1.4, -1.2, -2.2], [0.5, -0.1, 1.1], [1.3, -0.5, -1.6]],
  "e_tot_ev": -28504.265,
  "relative_energy_kj_mol": 55.1,
  "smiles": "O=COSCl",
  "gap_ev": 9.06,
  "homo_ev": -10.2,
  "lumo_ev": -1.09,
  "molar_mass_g_mol": 112.537
}

[9]
{
  "formula": "CHClO2S",
  "method": "ωB97M-V/def2-TZVPD",
  "elements": ["C", "O", "O", "S", "Cl", "H"],
  "positions_angstrom": [[-1.010, 0.071, 0.156], [-0.977, 0.220, 1.338], [1.571, 1.459, -0.169], [0.700, 0.480, -0.870], [1.389, -1.696, -0.098], [-1.674, -0.534, -0.357]],
  "forces_ev_per_angstrom": [[2.5, 1.2, 4.0], [-0.2, 0.3, -2.5], [-0.6, -0.6, -0.4], [-0.7, 0.7, 0.7], [0.3, -0.6, 0.0], [-1.3, -1.1, -1.8]],
  "e_tot_ev": -28501.452,
  "relative_energy_kj_mol": 240.1,
  "gap_ev": [7.17, 6.51],
  "homo_ev": [-8.1, -10.5],
  "lumo_ev": [-0.97, -4.00],
  "molar_mass_g_mol": 112.537,
  "spin_multiplicity": 3
}

[10]
{
  "formula": "CHClO3S",
  "method": "ωB97M-V/def2-TZVPD",
  "elements": ["C", "O", "O", "O", "S", "Cl", "H"],
  "positions_angstrom": [[0.015, 1.484, 1.822], [-0.008, 1.873, 0.762], [1.156, 0.215, -1.434], [-1.249, 0.111, -1.384], [-0.027, -0.541, -1.709], [-0.204, -2.030, 0.605], [0.318, -1.112, 1.337]],
  "forces_ev_per_angstrom": [[0.0, 0.2, -0.8], [0.0, -0.1, 0.9], [0.4, -0.3, -0.1], [-0.8, 0.0, -0.1], [0.4, 0.7, -0.6], [0.0, -0.5, 0.8], [0.0, -0.1, 0.0]],
  "e_tot_ev": -30552.468,
  "relative_energy_kj_mol": 95.5,
  "gap_ev": 10.74,
  "homo_ev": -11.3,
  "lumo_ev": -0.60,
  "molar_mass_g_mol": 128.536
}

[11]
{
  "formula": "CHClOS2",
  "method": "ωB97M-V/def2-TZVPD",
  "elements": ["C", "O", "S", "S", "Cl", "H"],
  "positions_angstrom": [[0.269, 0.545, -0.035], [-1.643, 0.369, 0.338], [0.743, 2.032, -0.065], [0.734, -1.059, -0.111], [-2.147, -1.137, -0.033], [2.045, -0.749, -0.094]],
  "forces_ev_per_angstrom": [[-2.5, 0.7, 0.7], [3.0, 0.8, -0.6], [-0.2, -0.5, 0.0], [0.3, -0.5, 0.0], [-0.5, -0.6, -0.1], [-0.1, 0.1, -0.1]],
  "e_tot_ev": -37289.574,
  "relative_energy_kj_mol": 376.7,
  "gap_ev": 8.51,
  "homo_ev": -9.3,
  "lumo_ev": -0.82,
  "molar_mass_g_mol": 128.605
}

[12]
{
  "formula": "CHCoF3NO4S2",
  "method": "ωB97M-V/def2-TZVPD",
  "elements": ["N", "S", "O", "O", "S", "O", "O", "C", "F", "F", "F", "H", "Co"],
  "positions_angstrom": [[0.661, -0.720, 0.691], [2.029, -0.343, 0.036], [2.980, -1.416, 0.000], [1.814, 0.453, -1.207], [-0.667, 0.219, 0.722], [-0.501, 1.473, -0.067], [-1.175, 0.351, 2.064], [-1.893, -0.785, -0.280], [-1.459, -0.888, -1.514], [-2.015, -1.968, 0.272], [-3.037, -0.140, -0.252], [2.337, 1.511, 0.546], [0.927, 2.252, -1.011]],
  "forces_ev_per_angstrom": [[-2.2, -0.3, 1.2], [2.3, 3.3, -0.3], [-1.8, 1.7, 0.4], [-0.8, -0.1, -1.7], [3.9, 0.3, -2.6], [-1.1, -0.9, 1.0], [-0.6, -0.1, 1.6], [-3.6, -2.2, -1.4], [0.7, 0.5, 0.9], [0.7, 0.9, 0.1], [0.7, 0.2, 0.2], [0.1, -2.3, 0.7], [1.6, -1.0, -0.2]],
  "e_tot_ev": -78152.988,
  "gap_ev": [8.21, 4.06],
  "homo_ev": [-19.7, -19.9],
  "lumo_ev": [-11.50, -15.89],
  "total_charge": 2,
  "molar_mass_g_mol": 271.083,
  "spin_multiplicity": 5
}